The following is a quantum chemistry calculation of a molecular structure, C19H39MgO4PS in a non-equilibrium geometry, from the OMol25 dataset.

Each line ends with the natural charge from an NBO analysis.
Cartesian coordinates (Å):
C 5.9749 -4.0476 0.0687  -0.615
C 7.3871 -3.4487 0.2453  -0.396
C 7.5295 -2.0411 -0.3198  -0.389
C 6.7157 -1.0018 0.4430  -0.389
C 6.7766 0.3807 -0.2078  -0.391
C 6.0172 1.4501 0.6103  -0.399
C 4.8782 2.1132 -0.1737  -0.383
C 3.5212 1.4283 0.0084  -0.393
C 2.3763 2.2920 -0.5178  -0.391
C 1.0001 1.9393 0.0514  -0.389
C 0.0528 3.1389 -0.0147  -0.390
C -1.3768 2.8173 0.3788  -0.399
C -2.0811 1.8499 -0.5945  -0.397
C -2.6037 0.5537 0.0662  -0.411
C -4.1136 0.5672 0.3647  -0.411
C -4.8389 -0.7312 -0.0592  -0.478
C -5.8232 -1.2862 0.9931  -0.423
C -7.1802 -0.5893 0.9045  -0.431
C -7.9305 -1.0633 -0.3613  -0.247
P -8.8852 -2.6133 0.0955  1.531
O -8.0348 -3.4234 0.9714  -1.012
O -7.0646 -1.3823 -1.4506  -0.678
S -5.7211 -0.5272 -1.5952  2.365
O -5.0035 -0.9955 -2.7151  -0.773
O -6.2230 0.8807 -1.6999  -1.146
H 5.9837 -4.8594 -0.6528  0.209
H 5.2756 -3.2971 -0.2907  0.192
H 5.6008 -4.4531 1.0037  0.208
H 8.0919 -4.1030 -0.2634  0.206
H 7.6521 -3.4727 1.3004  0.197
H 8.5770 -1.7482 -0.2536  0.205
H 7.2230 -2.0543 -1.3660  0.192
H 7.1121 -0.9109 1.4542  0.196
H 5.6734 -1.3176 0.4940  0.185
H 7.8261 0.6572 -0.2929  0.204
H 6.3762 0.3194 -1.2185  0.189
H 6.7283 2.2338 0.8606  0.212
H 5.6483 1.0189 1.5368  0.197
H 4.7833 3.1512 0.1530  0.193
H 5.1182 2.1622 -1.2338  0.200
H 3.3683 1.1555 1.0491  0.194
H 3.5573 0.5118 -0.5859  0.197
H 2.3397 2.2720 -1.6045  0.203
H 2.5826 3.3215 -0.2175  0.194
H 0.5664 1.1083 -0.5116  0.178
H 1.0942 1.5941 1.0811  0.196
H 0.0991 3.5453 -1.0255  0.202
H 0.4493 3.9044 0.6504  0.217
H -1.9379 3.7541 0.3836  0.206
H -1.4259 2.4538 1.4047  0.195
H -2.9359 2.3688 -1.0297  0.182
H -1.4209 1.6003 -1.4186  0.231
H -2.3465 -0.2837 -0.5807  0.214
H -2.0693 0.3995 0.9982  0.235
H -4.5750 1.4511 -0.0721  0.206
H -4.2540 0.6617 1.4400  0.234
H -4.0829 -1.4825 -0.2701  0.311
H -5.9978 -2.3409 0.7930  0.289
H -5.4189 -1.2026 1.9941  0.278
H -7.7929 -0.7945 1.7781  0.301
H -7.0028 0.5110 0.8650  0.082
H -8.6911 -0.2850 -0.6980  0.063
H -9.2785 -3.1717 -1.1292  -0.010
H -10.0411 -2.0968 0.7078  -0.047
Mg -7.8052 1.4579 -0.7241  1.895

Calculated values
net charge	+2
orbital gap	1.525	eV
electronic energy	-1987.24779	a.u.
LUMO	-11.2	eV